DFT (wB97M-V/def2-TZVPD) results for 2 unconnected molecules or ions with the total composition C2H3ClO2.

Geometry as XYZ:
```
8
Properties=species:S:1:pos:R:3:mulliken_spin:R:1
C -1.219 0.711 -1.060 0.0049
C -1.442 -0.004 -0.142 -0.0097
O 1.514 -0.216 0.143 0.4189
O 1.181 -1.295 1.144 1.6009
Cl -2.108 -0.889 1.064 0.0006
H -0.848 1.264 -1.779 0.0001
H 2.327 0.267 0.608 0.0124
H 0.595 0.161 0.021 -0.0282
```

As for the expectation value of S²: 2.01. The HOMO energy (alpha / beta) comes out at -6.1 / -9.4 eV. Its LUMO energy (alpha / beta) is 0.60 / 0.21 eV. As for the net charge: 0. The HOMO-LUMO gap (alpha / beta) is 6.702 / 9.625 eV. Its total energy is -688.30672 Ha. The multiplicity is 3.

---

DFT (wB97M-V/def2-TZVPD) results for a single C3H4OS molecule.

Geometry as XYZ:
```
9
Properties=species:S:1:pos:R:3:lowdin_charge:R:1
C -0.763 -0.024 0.167 -0.4556
C 0.420 -1.168 -0.021 -0.4821
C 0.205 1.095 0.019 -0.4915
H 0.390 -1.732 -0.836 0.0133
H 0.138 -1.799 0.975 0.1485
H 0.232 1.841 0.759 0.0690
H -0.220 1.815 -0.748 0.1311
O -1.881 -0.078 -0.199 0.1309
S 1.478 0.049 -0.117 0.9363
```

The HOMO energy comes out at -8.8 eV. Its LUMO energy is 0.51 eV. As for the net charge: 0. The HOMO-LUMO gap is 9.269 eV. Its total energy is -590.02388 Ha.

---

DFT (wB97M-V/def2-TZVPD) results for 2 unconnected molecules or ions with the total composition C2H4P2.

Geometry as XYZ:
```
8
Properties=species:S:1:pos:R:3:lowdin_charge:R:1
P 1.347 2.651 1.304 0.1401
P -0.441 2.937 0.345 0.1712
H -0.386 3.508 -0.993 -0.1429
H -1.127 1.739 -0.077 -0.1646
C -0.031 -1.235 -1.808 -0.0383
C 0.773 -1.897 -1.276 -0.0289
H -1.002 -0.786 -1.992 0.0285
H 1.560 -2.640 -1.145 0.0349
```

The HOMO energy (alpha / beta) comes out at -8.2 / -8.2 eV. Its LUMO energy (alpha / beta) is -1.54 / -1.54 eV. As for the net charge: 0. The HOMO-LUMO gap (alpha / beta) is 6.616 / 6.622 eV. As for the SMILES: P#[PH2].C#C. Its total energy is -761.11556 Ha.

---

DFT (wB97M-V/def2-TZVPD) results for a single C5H7BS molecule.

Geometry as XYZ:
```
14
Properties=species:S:1:pos:R:3:mulliken_spin:R:1
B 0.328 -0.516 1.024 0.2509
C 1.348 -0.632 -0.108 0.4984
C 1.273 -0.045 -1.321 0.1926
C 0.047 0.548 -1.689 0.2280
C -1.022 0.625 -0.777 0.6236
C -1.008 0.274 0.667 -0.0351
S 0.550 -0.947 2.855 0.0562
H 2.313 -1.200 0.132 -0.0012
H 2.086 0.045 -2.106 0.0167
H -0.057 0.745 -2.662 0.0307
H -2.063 0.878 -1.157 0.0208
H -1.979 -0.058 0.895 0.0173
H -0.949 1.209 1.296 0.0980
H -0.868 -0.926 2.949 0.0031
```

As for the expectation value of S²: 2.01. The HOMO energy (alpha / beta) comes out at -6.2 / -9.5 eV. Its LUMO energy (alpha / beta) is 0.59 / -2.37 eV. As for the net charge: 0. The HOMO-LUMO gap (alpha / beta) is 6.814 / 7.135 eV. Its total energy is -617.64116 Ha. The multiplicity is 3.

---

What is the formula in the fourth record?
C5H7BS

---

Please write out number 3 again, unchanged.
DFT (wB97M-V/def2-TZVPD) results for 2 unconnected molecules or ions with the total composition C2H4P2.

Geometry as XYZ:
```
8
Properties=species:S:1:pos:R:3:lowdin_charge:R:1
P 1.347 2.651 1.304 0.1401
P -0.441 2.937 0.345 0.1712
H -0.386 3.508 -0.993 -0.1429
H -1.127 1.739 -0.077 -0.1646
C -0.031 -1.235 -1.808 -0.0383
C 0.773 -1.897 -1.276 -0.0289
H -1.002 -0.786 -1.992 0.0285
H 1.560 -2.640 -1.145 0.0349
```

The HOMO energy (alpha / beta) comes out at -8.2 / -8.2 eV. Its LUMO energy (alpha / beta) is -1.54 / -1.54 eV. As for the net charge: 0. The HOMO-LUMO gap (alpha / beta) is 6.616 / 6.622 eV. As for the SMILES: P#[PH2].C#C. Its total energy is -761.11556 Ha.

---

The highest total energy belongs to which entry?
C3H4OS